# 1
C30H31N11O2STi | wB97M-V/def2-TZVPD

## Properties
largest force on an atom: 0.5 eV/A
total energy: -86037.0386 eV
energy relative to the best compared isomer or geometry (same formula, charge and spin): 0.449 eV
gap between HOMO and LUMO (spin up / spin down): 5.447 / 5.388 eV
spin multiplicity: 1
total charge: +2
LUMO energy (spin up / spin down): -5.575 / -5.556 eV

Element x y z (Å)
H 4.6940 1.2605 0.9522
O 0.0097 0.8288 1.8934
H 5.7370 -0.6900 -0.2493
C 0.2467 1.1272 -4.1181
C 2.7445 0.4465 0.8196
N -4.4041 2.7669 1.8183
H -5.0723 2.0232 1.9904
C -1.8317 -3.0474 0.0016
C 4.0878 0.4379 0.5988
H 3.5686 1.7864 4.3647
H 1.4001 -4.0918 -2.2342
C -0.7652 2.2586 3.6229
N 1.9104 -0.5580 0.4151
N 0.2285 0.4715 -1.6259
O 1.6361 1.2087 4.8884
N 0.2773 -2.1739 -0.4840
H 0.3970 5.2725 1.4978
H 2.3928 1.2854 -4.1948
H 2.2785 1.2565 1.3624
C -0.9616 1.2372 -4.8116
H 3.7324 -0.4752 4.5805
S -2.0576 -1.7744 1.0878
H -0.7483 -2.4991 4.1532
H -1.6186 3.7424 4.9302
C -1.2256 1.2502 4.5119
C 1.5337 -2.5630 -0.7112
C 1.4681 1.3755 -4.7487
C -1.0668 3.5845 4.0110
N -0.7043 -3.1137 -0.7141
H -1.8663 1.6843 -6.6953
C -0.1063 2.0347 2.3846
H -2.6327 -4.7655 -0.8192
C 2.6205 -2.2578 4.1849
C -0.9394 1.5969 -6.1459
N -2.7660 -3.9824 -0.2014
H 0.8165 2.9805 0.6996
H 2.9420 -4.0170 -1.4182
C 2.4695 -1.6042 -0.2803
H 2.6642 2.8389 5.4774
C -0.6411 4.6597 3.2773
N -2.8886 1.1703 1.0389
H -0.8519 5.6679 3.6027
C 1.6183 -0.1094 4.6063
H -3.6101 -3.9471 0.3435
H 2.4091 1.9352 -6.5833
N -3.4719 2.3168 0.9057
C 0.2392 -2.0600 4.2205
C 0.2731 1.8470 -6.7776
C 2.7494 -0.9066 4.4665
C -2.1186 2.2725 -0.6138
H -1.4319 -0.4671 5.4144
C 0.0642 4.4302 2.0910
Ti -0.1133 -0.3004 0.3568
H 4.2829 -2.5059 -1.0404
H 1.5683 -4.7035 -0.5747
H -4.8642 3.5722 1.4074
N -3.0515 3.0554 -0.0925
H 0.2835 2.1301 -7.8214
H -1.8983 1.0391 -4.3071
H -2.0634 1.5444 5.1374
C 4.6710 -0.6573 -0.0723
N -0.8303 0.0298 4.7691
C 0.3591 -0.7026 4.4697
C 3.8639 -1.6667 -0.5047
H -1.5314 2.5491 -1.4707
H 3.3470 1.3064 6.0704
C 1.3687 -2.8422 4.0586
C 0.3108 3.1507 1.6430
C 2.8882 1.8091 5.2182
C 1.8733 -3.9104 -1.2644
H 1.2716 -3.9021 3.8684
N -2.0121 1.1135 0.0490
H -0.4840 -3.9202 -1.2811
C 1.4717 1.7376 -6.0826
C 0.2273 0.7605 -2.7399
H 3.5139 -2.8603 4.0835

Force components x, y, z for each atom (eV/Å):
H -0.02 -0.01 0.01
O 0.37 -0.22 0.22
H 0.00 0.00 0.00
C -0.05 0.03 -0.07
C 0.12 0.06 0.10
N -0.02 -0.01 0.07
H -0.01 0.00 -0.03
C 0.04 -0.03 -0.05
C -0.05 0.02 0.05
H -0.02 0.00 0.00
H 0.00 -0.01 0.00
C 0.09 0.05 -0.13
N 0.01 -0.04 0.02
N -0.25 0.03 0.05
O -0.04 0.00 0.02
N -0.01 0.10 0.20
H 0.00 0.00 0.00
H 0.00 0.00 0.00
H 0.01 -0.04 0.00
C 0.00 0.00 0.03
H 0.01 0.00 0.00
S 0.10 -0.01 0.04
H -0.02 -0.01 -0.02
H -0.01 0.01 0.00
C 0.01 -0.12 0.15
C 0.16 -0.02 0.01
C 0.02 -0.01 0.05
C 0.01 -0.07 0.04
N -0.03 -0.02 0.05
H 0.00 0.00 0.00
C -0.22 0.01 0.05
H 0.00 0.02 -0.02
C 0.01 0.02 -0.01
C 0.00 0.00 -0.02
N -0.02 -0.01 0.05
H -0.01 0.01 0.00
H -0.01 0.00 0.02
C -0.10 -0.07 -0.01
H 0.00 0.00 0.00
C 0.03 0.05 -0.03
N -0.01 0.05 0.01
H -0.01 0.00 0.00
C -0.02 0.13 -0.07
H 0.00 -0.01 -0.01
H 0.00 0.00 0.00
N 0.02 -0.05 -0.02
C -0.02 -0.03 -0.08
C 0.00 -0.01 0.02
C 0.03 0.01 -0.11
C -0.02 -0.01 -0.02
H 0.01 0.01 0.02
C -0.01 0.02 0.00
Ti -0.40 -0.05 -0.35
H -0.01 0.00 0.01
H -0.01 -0.01 -0.02
H 0.02 0.01 -0.01
N -0.02 0.01 -0.02
H 0.00 0.00 0.00
H 0.00 0.00 -0.01
H -0.05 0.00 -0.04
C -0.02 -0.10 -0.08
N -0.08 0.14 -0.05
C 0.04 0.01 -0.15
C 0.12 0.08 0.00
H 0.01 0.00 0.01
H -0.01 0.00 0.00
C -0.03 -0.03 0.02
C 0.01 0.01 0.03
C 0.04 0.00 -0.01
C -0.02 0.03 -0.01
H 0.00 0.02 -0.01
N 0.09 0.07 0.11
H 0.01 0.01 -0.02
C -0.01 0.01 -0.02
C 0.23 -0.05 0.03
H -0.02 0.00 0.00

***

# 2
C30H31N5O5 | wB97M-V/def2-TZVPD

## Properties
SMILES string: COc1ccc(-n2nc(C(=O)NCC(=O)N3CCN(Cc4ccccc4)CC3)c3ccccc3c2=O)c(OC)c1
largest force on an atom: 1.1 eV/A
total energy: -49301.6524 eV
energy relative to the best compared isomer or geometry (same formula, charge and spin): 3.070 eV
gap between HOMO and LUMO: 8.039 eV
spin multiplicity: 1
LUMO energy: -0.131 eV

Element x y z (Å)
C 3.5313 -0.2012 1.0713
O -4.6734 -3.3688 -1.8424
C 3.9424 -2.5196 0.6510
H 4.8750 -2.8991 -1.2674
H -1.9790 -2.5406 1.4798
C -0.0884 -3.4794 1.8238
H 1.9021 -4.1443 2.2260
C -2.3067 2.2751 -0.1242
H 1.1526 0.0112 2.8540
H 3.5735 0.5671 1.8464
O -3.3900 0.1067 1.2888
H 3.2946 -1.0068 3.5640
C 0.8265 4.3124 0.3367
C -1.9049 4.4989 0.8480
C 3.1744 0.4402 -2.6834
C 1.2291 -3.2987 2.2051
H -5.2477 -4.2313 -0.0421
H -2.9679 4.5417 1.0305
C -1.3891 3.3522 0.2421
H -4.2810 -1.2495 2.5847
H -1.1832 -0.3055 2.1664
C -5.6697 -3.8780 -0.9888
C -3.3505 -0.5233 0.0910
O -3.5176 2.3469 -0.0861
H -5.3943 -0.1048 1.7700
H -1.5329 -0.3273 -2.7585
O 2.7371 2.6320 -0.9936
N 4.4729 -0.8789 -1.0538
H -1.4623 6.4180 1.6697
H -6.4471 -3.1340 -0.7882
H 5.9122 -2.0301 -0.0975
H -4.2854 0.4726 3.0346
H 0.9559 6.2450 1.2173
C 1.6976 -2.0401 2.5642
H 3.8641 1.2782 -2.5620
C 0.4286 2.0404 -0.6808
C 0.3007 5.4318 0.9414
N -1.6638 1.1173 -0.5682
C -3.9626 -2.2808 -1.4519
C -1.0654 5.5314 1.1982
H 5.5092 0.2297 0.3406
O 3.7018 -1.8771 -2.9171
H 4.2198 1.1353 -0.4757
C 4.8955 -2.1418 -0.4831
H 1.1678 0.1385 -2.0565
C 1.8173 1.8559 -1.2028
C 3.1632 -1.8199 2.8448
C -0.0104 3.2504 -0.0286
H 2.5045 -0.2344 0.6656
C -2.2571 -0.7075 -2.0551
H 3.6102 -2.7269 3.2612
H 2.9413 -2.6934 0.2199
C -2.4271 -0.0437 -0.8492
H 2.9410 0.3151 -3.7461
H -6.1087 -4.7207 -1.5203
C -3.0074 -1.8201 -2.3590
N 1.9640 0.7524 -1.9622
C -0.9560 -2.4017 1.7961
H 1.8819 4.2396 0.1332
C -4.1261 -1.6328 -0.2323
H -4.8490 -1.9952 0.4789
C 0.8101 -0.9698 2.5553
H 4.2850 -3.4432 1.1228
C -0.5075 -1.1475 2.1732
C 3.8004 -0.8826 -2.2207
C -4.4004 -0.2274 2.2087
N -0.3823 1.0498 -0.8946
H -0.4363 -4.4625 1.5414
C 4.4924 0.1679 -0.0602
N 3.9318 -1.4687 1.6539
H -2.8868 -2.3407 -3.2940

Force components x, y, z for each atom (eV/Å):
C 0.25 0.18 -0.13
O 0.20 0.13 -0.15
C 0.24 0.03 -0.19
H 0.05 0.09 0.12
H -0.11 0.00 -0.03
C -0.04 -0.10 -0.04
H 0.09 -0.08 -0.01
C -0.27 0.16 -0.20
H 0.06 0.11 0.02
H -0.05 0.04 0.02
O 0.25 -0.18 -0.33
H -0.01 -0.07 0.04
C 0.17 0.07 0.00
C -0.06 -0.07 -0.02
C 0.20 -0.04 -0.15
C 0.00 0.06 0.07
H -0.01 0.03 -0.03
H -0.08 0.02 0.01
C 0.46 0.20 0.06
H -0.02 0.04 -0.03
H -0.08 0.06 -0.02
C -0.15 -0.08 0.14
C 0.34 0.13 -0.27
O 0.16 0.14 0.00
H 0.03 -0.01 0.00
H 0.06 0.03 -0.08
O -0.10 0.28 0.10
N 0.34 -0.16 0.25
H -0.04 0.06 0.04
H 0.04 -0.02 0.00
H -0.03 -0.02 -0.01
H -0.04 -0.07 -0.03
H 0.07 0.05 0.02
C 0.03 -0.02 0.07
H -0.09 -0.09 -0.03
C -0.72 -0.24 0.14
C -0.02 -0.04 -0.01
N -0.26 0.20 0.39
C 0.27 0.20 -0.11
C -0.07 -0.04 -0.01
H -0.06 0.05 -0.02
O -0.19 -0.19 -0.23
H 0.06 -0.08 -0.03
C -0.15 -0.48 -0.03
H 0.03 0.09 0.03
C 0.26 -0.45 -0.33
C 0.03 0.01 -0.03
C -0.50 0.20 0.20
H 0.08 0.04 0.03
C -0.19 0.08 0.25
H -0.04 0.05 0.06
H 0.08 -0.04 0.02
C -0.43 -0.35 0.08
H 0.12 -0.02 0.19
H 0.00 0.05 0.08
C -0.18 -0.21 0.05
N -0.05 -0.25 -0.08
C -0.10 -0.02 -0.01
H 0.01 0.01 0.00
C -0.26 -0.14 0.16
H -0.06 -0.04 0.07
C 0.03 -0.10 0.06
H -0.05 -0.05 -0.02
C -0.04 0.13 0.01
C -0.05 0.42 -0.34
C -0.18 -0.06 0.20
N 1.05 0.25 -0.15
H -0.03 -0.08 -0.03
C -0.32 0.32 0.27
N 0.08 0.01 0.04
H 0.02 -0.06 -0.13

***

# 3
C30H32BMoNO2PS2SbSe4 | wB97M-V/def2-TZVPD

## Properties
largest force on an atom: 0.7 eV/A
total energy: -338619.9347 eV
energy relative to the best compared isomer or geometry (same formula, charge and spin): 0.000 eV
gap between HOMO and LUMO: 5.862 eV
spin multiplicity: 1
total charge: +2
LUMO energy: -7.479 eV

Element x y z (Å)
C -3.1475 3.7027 -3.2062
O -0.1843 -1.9166 -2.1414
C 1.7426 -1.9757 3.0184
C -2.5468 3.1749 -4.3434
H -1.6188 -4.9802 -2.3702
C -3.8010 -2.3810 -2.5599
Se 6.3932 3.1522 -1.3340
C -2.7004 3.3598 -1.9437
H 1.7643 4.9374 2.8988
O -1.9899 -0.8413 -3.0339
Se 3.5312 6.4915 -0.4173
H 5.0777 2.2311 2.8363
H 2.6794 -0.8634 -1.1371
H -2.1188 -0.3828 1.4306
C 2.1636 -1.6425 0.6690
C -1.5822 0.6094 5.1313
H -3.9836 -0.5352 3.0304
H -1.4393 0.8937 6.1648
C 2.1494 3.9391 2.7371
H 3.8660 -4.3141 1.8136
H -1.1703 -2.6602 -4.7964
C -1.9637 -0.1170 2.4709
H -3.6451 0.1021 5.3928
C -0.8032 -4.2570 -2.3903
C 1.5473 -1.2396 1.8478
C 2.5753 -3.0808 2.9982
Se 6.6813 4.0508 0.9877
P 0.6545 0.3151 1.7671
C 3.1795 1.3739 2.3315
H 0.4406 1.0453 4.5851
C -1.6342 2.4827 -1.8109
C -1.7455 -2.8155 -0.5635
H -2.4638 -3.8325 -4.5175
C -2.3587 -2.2775 -3.0145
H -2.8534 -2.2133 -5.0959
H 4.1583 4.4708 3.2343
C -2.1942 -2.7802 -4.4401
H 3.4797 -3.0566 -0.2753
C 1.3012 2.9128 2.3660
C -1.3146 -2.8804 -2.0205
C 3.0023 -2.7454 0.6459
S 0.2772 0.7852 -2.7224
C -2.8212 0.1636 4.6944
H 1.2514 -1.6788 3.9362
H -2.0739 -1.8091 -0.2974
Se 2.5751 2.7287 -1.1621
H -4.0986 -3.4269 -2.4744
H 3.5732 0.3746 2.1936
S -1.0582 2.0194 -0.2000
H -3.9728 4.3944 -3.3085
C 3.4986 3.6764 2.9117
N 1.8540 -0.9102 -0.5447
C -0.7171 0.3245 2.9071
H 2.7362 -3.6501 3.9030
H 0.2412 3.1028 2.2446
H 1.1760 -1.4796 -1.0732
C -1.4873 2.2902 -4.2226
C -1.0458 1.9566 -2.9510
H -0.3563 -4.2712 -3.3809
Mo 1.0238 1.1460 -0.4383
C 3.2103 -3.4537 1.8207
C 1.8114 1.6200 2.1777
H -3.1717 3.7777 -1.0633
H -1.0126 1.8675 -5.0983
C -0.5247 0.6921 4.2412
C 4.0200 2.4038 2.6975
H -4.4462 -1.9108 -3.3001
H -0.9083 -3.0961 0.0797
H -0.0567 -4.5828 -1.6652
H -3.9643 -1.8907 -1.6040
H -2.9046 3.4546 -5.3245
H -2.5647 -3.5050 -0.3673
C -3.0127 -0.1975 3.3668
Sb 4.5543 4.4145 -0.2946
B -0.7331 -0.7862 -2.6270

Force components x, y, z for each atom (eV/Å):
C -0.06 0.05 -0.16
O 0.20 -0.58 0.13
C -0.05 0.09 -0.12
C -0.01 0.01 0.01
H -0.04 0.01 0.00
C 0.07 -0.02 -0.07
Se 0.21 0.20 0.30
C -0.07 0.06 0.14
H -0.01 -0.04 -0.01
O -0.66 -0.14 -0.17
Se -0.09 0.12 -0.04
H -0.03 -0.08 0.00
H 0.12 0.04 -0.07
H 0.03 0.03 0.08
C 0.01 -0.08 0.28
C 0.03 0.01 0.02
H 0.00 0.00 0.01
H 0.00 0.00 0.00
C -0.20 0.07 -0.02
H 0.00 0.00 0.00
H 0.01 0.00 0.01
C -0.01 -0.04 -0.16
H 0.00 0.00 -0.01
C 0.01 0.05 0.07
C 0.08 -0.13 0.12
C -0.02 -0.01 0.06
Se -0.27 -0.32 -0.57
P -0.05 -0.10 -0.15
C 0.13 -0.13 0.03
H 0.00 0.00 -0.03
C 0.20 -0.16 -0.04
C 0.03 0.00 -0.05
H -0.02 0.00 0.02
C -0.14 0.02 -0.07
H 0.01 0.02 0.01
H 0.03 0.07 0.00
C -0.01 0.07 0.02
H 0.00 0.00 -0.01
C -0.08 0.14 0.03
C 0.08 -0.11 0.07
C -0.07 0.05 0.04
S -0.03 0.08 -0.05
C -0.07 -0.02 -0.01
H -0.02 0.02 0.01
H -0.01 0.01 -0.02
Se 0.27 0.19 0.10
H 0.02 -0.02 0.00
H 0.00 0.00 0.00
S -0.14 0.04 0.03
H 0.00 0.00 0.00
C 0.17 0.05 -0.01
N -0.10 -0.01 -0.13
C 0.06 0.05 0.08
H 0.00 -0.01 0.00
H 0.01 -0.01 0.00
H 0.02 0.00 -0.10
C 0.05 -0.04 0.05
C -0.05 0.00 -0.01
H 0.02 0.01 0.00
Mo 0.11 0.06 0.24
C 0.06 -0.07 -0.05
C 0.00 0.00 -0.02
H 0.02 -0.01 0.01
H 0.00 0.00 0.00
C 0.04 0.01 -0.04
C 0.03 -0.05 0.07
H 0.01 0.01 -0.01
H 0.00 0.01 -0.03
H -0.01 0.02 0.00
H 0.01 0.03 0.03
H 0.01 -0.01 0.00
H -0.01 -0.02 0.00
C -0.11 -0.01 0.09
Sb -0.03 -0.02 0.11
B 0.34 0.53 -0.04

***

# 4
C30H32Cl2N6O2Si2Tl | wB97M-V/def2-TZVPD

## Properties
largest force on an atom: 2.2 eV/A
total energy: -90160.0224 eV
gap between HOMO and LUMO (spin up / spin down): 5.962 / 6.010 eV
spin multiplicity: 1
total charge: -1
LUMO energy (spin up / spin down): 2.308 / 2.240 eV

Element x y z (Å)
C 1.3349 4.3199 2.5934
H -1.6956 -2.4411 -3.2822
C 2.4505 -0.7645 -3.2128
N -1.9558 2.2743 -1.7997
H 4.3891 0.6831 -1.0741
C 1.2681 2.0583 -3.0995
H -0.5037 3.8685 1.5706
C -3.7334 -0.1183 1.6286
C -3.3476 3.2812 -3.9768
C -3.0205 -2.9703 2.2021
C 2.5373 3.7665 3.0430
N 1.3399 0.3916 -0.6328
C 2.0297 0.2710 1.9979
H 0.4179 1.6559 -3.6495
H -3.8938 3.6710 -4.8273
H 3.2728 4.3875 3.5395
C 2.8280 -1.5718 1.6927
N -0.9145 -0.8531 1.7219
H 3.6533 2.2867 -0.9511
O 3.1262 -0.3372 2.4822
H 1.5657 -3.4262 0.2489
H 3.7048 1.9633 3.1614
H -0.4013 -2.8479 3.5537
C 0.5376 -1.8671 -0.8344
C 0.4484 -2.4610 3.0052
C -2.6808 2.0740 -4.0646
C -0.6132 -3.9480 -2.2480
H -3.0517 -3.2374 1.1404
C 0.2220 -1.4487 2.0778
C -0.4156 -1.5581 -1.8118
H 4.3825 1.7605 -2.4858
H -4.0291 -3.0855 2.6143
H 3.1463 -0.5061 -4.0187
C -1.2645 0.2658 -3.0689
H 0.8981 2.8437 -2.4310
C 0.8601 -3.1873 -0.5339
N 0.6448 2.1862 1.7439
H 1.9598 2.5129 -3.8155
C -2.5947 3.4406 -1.7271
C 1.8034 1.6449 2.1856
C -1.9944 1.5996 -2.9484
H -3.4892 -0.9448 4.6695
H -3.8077 4.9418 -2.6704
C 0.4386 3.4773 1.9490
Si -2.4338 -1.2035 2.4339
C 1.4393 -0.9328 1.3148
H 1.7134 -4.0205 3.7714
C -0.9633 -2.6417 -2.5175
H -3.7192 -0.2305 0.5388
H 2.8895 -1.5858 -2.6352
H -1.8212 -1.5239 4.8255
Si 2.1425 0.7273 -2.1415
H -2.1275 0.1796 4.4764
C 0.3021 -4.2317 -1.2371
H -2.3672 -3.6904 2.7016
H 3.4990 -1.5772 0.8342
Cl 0.7605 -5.8603 -0.8314
H 3.7316 -3.4144 2.5190
H 1.1038 5.3675 2.7315
H -3.5748 0.9403 1.8633
H 1.5211 -1.1294 -3.6636
C -2.4727 -0.8400 4.2747
Tl -1.1723 1.0805 0.1910
N -0.8692 -0.2460 -1.9101
C 2.8405 -2.8016 2.4878
C 2.7827 2.4304 2.8443
O -1.0959 -0.1614 -4.2266
N 1.1236 -0.7946 -0.1079
C 3.8001 1.4299 -1.6180
H -2.6616 1.4804 -4.9667
C -3.3047 3.9894 -2.7827
Cl -1.3537 -5.2220 -3.1748
C 1.7022 -3.1345 3.1426
H -4.7337 -0.3941 1.9788
H -2.5343 3.9589 -0.7737

Force components x, y, z for each atom (eV/Å):
C 0.04 -0.04 0.01
H -0.04 0.03 -0.10
C -0.09 -0.27 -0.12
N -0.50 0.87 -1.99
H -0.03 0.07 -0.03
C -0.19 0.20 0.04
H -0.04 -0.06 -0.02
C -0.20 0.11 0.03
C 0.00 0.02 0.02
C 0.05 -0.20 -0.07
C -0.04 0.01 -0.03
N 0.67 0.25 -0.02
C -0.16 0.31 -0.31
H 0.25 0.13 -0.12
H 0.00 0.00 0.00
H 0.02 0.00 0.01
C -0.15 -0.13 -0.15
N 0.53 -1.10 0.64
H 0.02 -0.08 -0.06
O 0.38 -0.21 -0.03
H 0.09 0.09 0.15
H -0.01 0.02 0.03
H 0.07 -0.01 0.03
C 0.29 0.11 0.47
C 0.00 0.04 0.02
C -0.01 -0.04 0.03
C 0.09 -0.12 0.10
H -0.01 0.03 0.06
C -0.35 -0.15 0.00
C -0.27 -0.05 -0.21
H -0.03 -0.03 0.07
H 0.05 0.00 -0.04
H -0.04 -0.01 0.05
C -0.10 -0.14 -0.26
H 0.07 -0.04 -0.05
C 0.20 0.21 0.10
N 0.53 0.39 0.37
H -0.02 -0.01 0.04
C 0.05 -0.09 -0.06
C -0.09 -0.13 0.11
C -0.12 0.06 -0.11
H 0.05 0.01 -0.01
H 0.03 -0.03 0.01
C 0.07 -0.10 0.00
Si -0.18 -0.04 0.11
C -0.24 -0.02 0.10
H -0.02 0.01 0.01
C -0.04 0.39 -0.08
H -0.07 0.05 0.10
H -0.01 0.06 -0.06
H -0.05 0.06 0.01
Si 0.01 0.04 -0.02
H -0.04 -0.07 -0.03
C -0.18 -0.08 -0.15
H -0.04 0.01 -0.04
H 0.09 0.06 0.00
Cl -0.06 0.10 -0.06
H -0.01 0.04 0.06
H 0.00 -0.01 0.00
H -0.07 -0.17 -0.09
H 0.12 0.06 0.01
C 0.04 0.04 0.18
Tl -0.38 0.60 1.34
N -0.35 -0.51 -0.56
C -0.09 0.03 -0.05
C 0.02 -0.03 0.00
O -0.11 -0.19 0.35
N 0.47 -0.29 0.11
C 0.17 0.04 0.09
H 0.01 -0.01 -0.01
C 0.03 -0.05 0.04
Cl 0.05 0.05 0.06
C -0.18 0.07 -0.17
H 0.03 -0.07 0.04
H 0.03 -0.06 0.08